ORCA calculation (the ωB97M-V functional and the def2-TZVPD basis) on the molecule CH2IOP.

Structure (XYZ):
```
6
Properties=species:S:1:pos:R:3:forces:R:3
C -1.163 -0.422 -0.094 0.1712 -0.7638 0.3096
O 1.507 1.983 0.133 -1.6400 1.9743 0.2750
P 2.403 0.859 -0.009 2.1411 -1.3118 -0.2309
I 0.682 -1.375 -0.072 -0.9583 -0.3650 -0.1228
H -1.847 -0.775 -0.847 0.1158 0.1006 -0.3294
H -1.581 -0.270 0.889 0.1702 0.3657 0.0985
```
Positions in Å, forces in eV/Å.

Results
Energy relative to the best compared isomer or geometry (same formula, charge and spin), kJ/mol: 284.59
Max |F|, eV/A: 2.581
Gap between HOMO and LUMO (spin up / spin down), eV: 9.12 / 5.32
HOMO (spin up / spin down), hartree: -0.33739 / -0.24824
Lowest unoccupied orbital energy (spin up / spin down), eV: -0.057 / -1.435

ORCA calculation (the ωB97M-V functional and the def2-TZVPD basis) on a structure of composition C25H16ClF2IrN2O4.

Structure (XYZ):
```
51
Properties=species:S:1:pos:R:3:forces:R:3
Ir 0.112 -0.127 -0.475 2.2309 0.6843 -0.7422
O -3.167 -2.447 1.462 -0.0286 -0.1153 0.0758
C -2.207 -1.642 1.068 0.1501 -0.1543 -0.0298
O -2.226 -1.031 0.015 0.0417 0.4741 0.1166
C -1.071 -1.506 2.032 -0.2756 -0.3366 -0.1898
C -0.871 -2.199 3.202 -0.1069 -0.0428 0.3266
C 0.203 -1.814 4.015 -0.1518 -0.0547 -0.1125
C 0.978 -0.726 3.653 -0.1384 0.2639 -0.0004
C 0.709 -0.119 2.432 0.2462 0.2355 -0.0330
N -0.237 -0.562 1.634 -0.0804 -0.5080 0.1441
C 1.356 1.137 1.883 -0.0343 -0.0759 -0.0703
O 2.081 1.795 2.582 0.0907 0.1260 -0.2446
O 1.010 1.404 0.631 -0.8788 0.1445 0.8549
H -3.868 -2.476 0.790 -0.0169 0.0198 0.0020
H -1.545 -2.999 3.476 0.0276 0.0325 0.0903
H 0.400 -2.334 4.943 -0.0415 -0.0316 -0.0249
H 1.748 -0.318 4.294 0.0411 -0.0467 -0.0485
F -1.660 -4.741 -2.447 -0.0136 -0.0271 0.0088
C -0.612 -4.059 -1.983 0.0579 0.2107 -0.0320
C -0.787 -2.729 -1.638 -0.0013 -0.2347 -0.0925
C 0.303 -2.014 -1.159 -1.2611 0.0648 0.3146
C 1.552 -2.614 -1.067 0.1786 -0.2886 -0.0026
C 1.664 -3.960 -1.404 0.0075 -0.1413 -0.0782
F 2.848 -4.577 -1.306 0.0386 0.0571 0.0241
C 0.600 -4.706 -1.856 -0.0124 -0.1577 -0.0094
C 2.632 -1.719 -0.729 0.2146 0.1203 0.0210
C 3.969 -2.042 -0.551 0.1892 0.1139 0.0400
C 4.892 -1.029 -0.367 0.0658 -0.0338 0.0202
C 4.473 0.292 -0.351 -0.0090 -0.0957 -0.0579
C 3.126 0.554 -0.470 0.1506 0.0428 -0.3852
N 2.231 -0.428 -0.649 -0.9457 0.3580 0.0726
H -1.767 -2.291 -1.751 0.0082 -0.0541 0.0040
H 0.715 -5.751 -2.108 0.0205 0.0361 -0.0143
H 4.290 -3.070 -0.557 -0.0757 -0.0359 -0.0821
H 5.939 -1.273 -0.247 -0.0123 0.0051 0.0168
H 5.170 1.109 -0.242 -0.0397 0.0144 0.0396
H 2.740 1.559 -0.423 0.0669 -0.0303 -0.0461
Cl -5.243 3.383 -2.456 -0.0394 0.0290 -0.0461
C -3.695 2.624 -2.469 0.0399 -0.0096 -0.0119
C -2.554 3.390 -2.282 0.0769 0.1125 0.1385
C -1.321 2.769 -2.230 0.0585 0.0937 0.0537
C -1.200 1.387 -2.414 -0.0653 0.1541 -0.2161
C 0.111 0.736 -2.399 0.4318 -1.1295 0.9995
C -2.365 0.648 -2.647 -0.0384 -0.1223 0.0744
C -3.607 1.255 -2.661 -0.0205 -0.1728 0.0155
H -2.642 4.462 -2.173 0.0181 -0.0211 0.0444
H -0.424 3.358 -2.076 -0.0453 0.0290 0.0082
H 0.979 1.390 -2.394 -0.0603 0.1127 -0.3603
H 0.227 -0.136 -3.038 -0.0183 0.3287 -0.4914
H -2.283 -0.420 -2.815 -0.0633 0.0650 -0.0745
H -4.508 0.680 -2.827 0.0230 -0.0078 -0.0099
```
Positions in Å, forces in eV/Å.

Results
Energy relative to the best compared isomer or geometry (same formula, charge and spin), kJ/mol: 120.56
Max |F|, eV/A: 2.449
Charge: +1
2S+1: 2
Gap between HOMO and LUMO (spin up / spin down), eV: 7.01 / 6.09
HOMO (spin up / spin down), hartree: -0.41530 / -0.41344
Lowest unoccupied orbital energy (spin up / spin down), eV: -4.290 / -5.157

ORCA calculation (the ωB97M-V functional and the def2-TZVPD basis) on a structure of composition C6H8O3.

Structure (XYZ):
```
17
Properties=species:S:1:pos:R:3:forces:R:3
C 0.103 -0.319 -1.314 -0.0518 0.0564 0.2706
C 1.572 -0.220 -0.836 -0.1019 0.2220 0.0852
C -0.504 -0.009 0.053 3.9720 -0.0949 0.5877
C 1.178 0.041 0.600 -2.0526 0.4147 -1.0369
C -2.423 -0.201 0.109 -2.7018 -2.1042 0.6880
C 0.215 1.144 0.745 -0.0589 -0.3996 -0.0252
O 1.708 -0.701 1.587 0.1210 -0.3415 0.5927
O -1.355 -0.890 0.726 -0.6923 0.7079 -1.4475
O -2.847 -0.330 -1.018 1.1215 0.2520 0.9234
H 1.285 -0.504 2.433 0.1069 0.0455 -0.1161
H -3.078 0.119 0.940 0.3081 1.0099 -0.2911
H -0.198 0.380 -2.094 -0.0517 -0.0017 -0.1296
H -0.158 -1.328 -1.617 -0.0067 -0.0174 -0.0427
H 2.149 0.593 -1.279 0.1550 0.0090 -0.0488
H 2.125 -1.150 -0.932 -0.0467 -0.0560 -0.0390
H -0.137 1.342 1.752 0.0407 0.0061 -0.0042
H 0.366 2.033 0.144 -0.0607 0.2918 0.0334
```
Positions in Å, forces in eV/Å.

Results
Energy relative to the best compared isomer or geometry (same formula, charge and spin), kJ/mol: 360.62
Max |F|, eV/A: 4.016
Gap between HOMO and LUMO, eV: 8.33
HOMO, hartree: -0.28484
Lowest unoccupied orbital energy, eV: 0.576

ORCA calculation (the ωB97M-V functional and the def2-TZVPD basis) on a structure of composition C6H6O4Zn.

Structure (XYZ):
```
17
Properties=species:S:1:pos:R:3:forces:R:3
O -4.198 1.582 -1.682 4.6875 -1.8901 1.2358
C -3.169 1.182 -1.350 -4.8597 1.9038 -1.4449
Zn -1.536 0.727 -0.063 0.1394 -0.2719 0.1003
C -2.738 -0.409 1.381 -2.6305 -2.6678 2.3842
C -1.171 2.746 0.566 0.7326 4.8733 0.8349
O -3.412 -1.091 2.009 2.6642 2.6782 -2.3633
O -1.014 3.868 0.765 -0.6444 -4.8037 -0.7697
C 1.492 -1.736 0.774 0.2357 -0.2259 -0.0906
C 1.192 -0.669 -0.209 -0.1649 -0.0601 -0.3503
C 2.255 -0.074 -1.055 0.4187 -0.2838 -0.1078
O -0.005 -0.316 -0.386 0.0057 0.3251 0.2948
H 2.512 -2.100 0.652 -0.1024 0.0642 0.0829
H 0.803 -2.579 0.618 0.0214 0.2773 0.1994
H 1.391 -1.354 1.802 -0.1300 -0.0837 -0.2268
H 1.956 -0.100 -2.114 -0.0570 0.1617 0.3306
H 2.462 0.970 -0.767 -0.1914 -0.2445 -0.0723
H 3.179 -0.648 -0.943 -0.1251 0.2481 -0.0371
```
Positions in Å, forces in eV/Å.

Results
Max |F|, eV/A: 5.416
Charge: +2
Gap between HOMO and LUMO, eV: 10.06
HOMO, hartree: -0.70793
Lowest unoccupied orbital energy, eV: -9.204

Please write out number 1 again, unchanged.
ORCA calculation (the ωB97M-V functional and the def2-TZVPD basis) on the molecule CH2IOP.

Structure (XYZ):
```
6
Properties=species:S:1:pos:R:3:forces:R:3
C -1.163 -0.422 -0.094 0.1712 -0.7638 0.3096
O 1.507 1.983 0.133 -1.6400 1.9743 0.2750
P 2.403 0.859 -0.009 2.1411 -1.3118 -0.2309
I 0.682 -1.375 -0.072 -0.9583 -0.3650 -0.1228
H -1.847 -0.775 -0.847 0.1158 0.1006 -0.3294
H -1.581 -0.270 0.889 0.1702 0.3657 0.0985
```
Positions in Å, forces in eV/Å.

Results
Energy relative to the best compared isomer or geometry (same formula, charge and spin), kJ/mol: 284.59
Max |F|, eV/A: 2.581
Gap between HOMO and LUMO (spin up / spin down), eV: 9.12 / 5.32
HOMO (spin up / spin down), hartree: -0.33739 / -0.24824
Lowest unoccupied orbital energy (spin up / spin down), eV: -0.057 / -1.435

Which of these has the highest max |F|? C6H6O4Zn

The lowest max |F| belongs to which entry? C25H16ClF2IrN2O4

Look up the max |F| of the third one. 4.016 eV/A